1.
24
Properties=species:S:1:pos:R:3:lowdin_charge:R:1 method="wB97M-V/def2-TZVPD" smiles=CCCO.CCCO e_homo_ev=-10.134 lumo_ev=0.6 relative_energy_ev=1.016
H -0.10 -1.17 1.24 0.11
C -1.87 -1.86 1.73 -0.34
H 0.68 3.91 -1.91 0.11
H -3.96 -3.77 2.47 0.07
H -2.92 -3.26 3.83 0.06
H 1.89 2.51 -0.23 0.08
H -1.80 -3.95 1.10 0.11
H -2.84 -1.59 1.26 0.12
C 2.57 3.10 -2.68 -0.24
O 1.84 3.48 -0.33 -0.11
C 2.00 1.64 -2.77 -0.11
C -1.76 -3.37 2.03 -0.23
H 3.64 3.11 -2.38 0.11
H 2.50 3.56 -3.68 0.10
H 2.52 1.08 -3.56 0.07
H -2.83 -4.94 3.22 0.06
H -1.79 -1.29 2.67 0.12
H 2.06 5.03 -1.74 0.12
H 2.14 1.11 -1.81 0.06
O -0.91 -1.51 0.82 -0.08
C 1.76 3.97 -1.69 -0.26
C -2.96 -3.89 2.92 -0.11
H 0.92 1.66 -3.01 0.08
H -0.79 -3.57 2.52 0.11

---

2.
26
Properties=species:S:1:pos:R:3:lowdin_charge:R:1 method="wB97M-V/def2-TZVPD" e_homo_ev=-4.827 lumo_ev=3.5 charge=-1
H 1.88 0.56 -3.04 0.07
H -0.63 -2.75 -2.03 -0.05
H 2.59 -1.05 -1.12 0.07
H -2.76 1.62 0.97 0.09
H -2.64 -0.62 0.85 0.08
C -1.63 -0.23 0.69 -0.42
C 1.69 -1.10 -1.74 -0.55
H 0.83 -1.65 0.91 -0.05
Br -1.62 -3.67 0.75 -0.19
C -1.73 1.32 0.77 -0.20
H 0.79 0.96 0.70 0.03
H 1.24 2.55 1.28 0.06
O -1.15 -0.65 -0.55 -0.50
H 0.26 0.43 -2.38 0.06
C 1.31 0.32 -2.14 -0.13
F 2.03 -1.82 -2.91 -0.16
H 1.22 -3.63 -0.53 -0.09
H -1.03 -0.60 1.53 0.07
C 0.69 1.64 1.53 -0.10
H -0.92 3.05 1.70 0.09
H -1.07 1.65 2.78 0.09
H 1.63 1.02 -1.38 0.05
Sb 0.17 -2.22 -0.59 0.78
H -1.49 1.68 -0.23 0.10
C -0.79 1.98 1.78 -0.26
H 1.14 1.20 2.41 0.06

---

3.
84
Properties=species:S:1:pos:R:3:lowdin_charge:R:1 method="wB97M-V/def2-TZVPD" e_homo_ev="-14.064 / -14.156" spin_multiplicity=2 lumo_ev="-7.6 / -6.3" charge=+2
C -1.89 -2.04 -2.03 -0.27
N 3.51 1.72 -1.05 -0.28
H -0.56 -4.01 -3.48 0.14
H 3.21 -0.97 4.03 0.10
C -2.29 -0.59 2.77 -0.09
N -2.87 -2.85 -2.29 0.18
C -4.48 0.30 2.63 -0.09
F -2.64 2.16 -4.80 0.11
C -5.82 1.88 -3.14 -0.12
C 1.97 -3.83 -0.23 -0.08
H 2.96 -1.89 -3.86 0.13
Se -1.26 2.12 -2.06 1.05
H 2.26 3.14 -2.01 0.08
C -1.12 0.24 2.28 -0.50
C -3.10 1.94 -2.50 -0.43
C -4.09 1.73 2.93 -0.49
P 2.33 1.37 0.03 0.53
H -5.35 0.27 1.97 0.14
N 2.03 -1.59 2.42 -0.27
H 0.89 -3.71 -0.14 0.08
H 4.58 -1.68 -0.07 0.06
H 1.99 -0.01 -2.51 0.11
H -4.18 -0.56 -0.40 0.14
C 3.31 3.00 -1.76 -0.06
F -3.72 1.75 -0.23 0.08
F -5.26 2.10 -5.41 0.16
V -0.70 0.30 -0.67 0.77
H 1.39 -3.26 3.54 0.10
C 3.33 -1.50 3.09 -0.07
O 1.00 1.28 -0.68 -0.44
C -0.53 -2.08 -2.54 -0.17
H 2.31 -4.52 0.55 0.10
C 1.95 -1.96 -3.47 -0.07
N -2.25 -0.96 -1.26 0.06
C 3.34 2.46 2.22 -0.05
H 5.41 2.22 -0.24 0.10
C 0.02 -3.12 -3.26 -0.03
N 1.27 -3.06 -3.72 0.13
H 4.05 -0.95 2.48 0.07
C 1.42 -0.91 -2.72 -0.06
H -4.78 -0.17 3.57 0.15
H -4.82 -2.71 -1.66 0.19
C 1.04 3.15 1.65 -0.04
O -3.44 -0.41 1.99 -0.13
H 0.65 2.81 2.60 0.09
H 3.66 3.84 -1.17 0.10
C -3.53 2.04 -3.82 -0.24
C -5.42 1.78 -1.82 -0.14
H 3.88 2.96 -2.69 0.10
N -3.91 -2.28 -1.63 0.09
O -2.97 2.16 2.78 0.14
H -2.44 -0.31 3.82 0.16
N 0.19 -0.98 -2.25 0.04
H 0.27 3.05 0.89 0.07
N 2.65 -2.53 -0.12 -0.28
C -3.54 -1.17 -1.02 -0.07
F -7.11 1.83 -3.44 0.17
H 5.03 0.49 -0.26 0.06
H 0.13 -2.47 2.59 0.07
H 0.74 -1.69 4.06 0.10
H 3.74 -2.49 3.29 0.10
H -4.82 3.33 3.60 0.15
H 3.70 3.49 2.28 0.10
O 2.79 -0.10 0.49 -0.24
H -1.98 -1.63 2.75 0.14
H 4.42 -3.16 -1.02 0.10
O 0.47 -1.24 0.38 -0.29
H 1.32 4.20 1.72 0.10
N 2.23 2.37 1.28 -0.26
H 4.18 1.83 1.91 0.07
O -5.12 2.43 3.39 0.15
H 3.01 2.14 3.21 0.10
H 2.20 -4.26 -1.20 0.09
C 1.01 -2.29 3.20 -0.07
C 4.92 1.42 -0.80 -0.07
F -6.32 1.64 -0.85 0.14
P 1.89 -1.40 0.81 0.53
O -1.24 0.61 0.97 -0.18
H 4.46 -3.25 0.74 0.09
O -0.14 0.53 2.90 0.14
C -4.07 1.83 -1.52 -0.27
C 4.11 -2.66 -0.10 -0.07
H 5.43 1.32 -1.76 0.10
C -4.88 2.01 -4.15 -0.13

---

4.
10
Properties=species:S:1:pos:R:3:lowdin_charge:R:1 method="wB97M-V/def2-TZVPD" e_homo_ev="-4.460 / -4.461" lumo_ev="3.1 / 3.1" charge=-1 relative_energy_ev=1.984
F 2.53 -0.39 -0.94 -0.22
O -3.22 -1.54 0.65 -0.45
C -0.02 0.26 0.79 -0.36
O -2.28 0.04 -0.97 -0.45
H 0.07 0.07 -0.21 0.07
C 2.34 -0.63 0.54 -0.30
S -2.74 -0.20 0.39 0.81
O 3.32 -0.72 1.19 -0.02
O -1.01 -0.02 1.43 -0.12
F 0.50 1.48 1.10 0.04

---

5.
15
Properties=species:S:1:pos:R:3:lowdin_charge:R:1 method="wB97M-V/def2-TZVPD" e_homo_ev=-13.252 lumo_ev=-3.9 charge=+1 relative_energy_ev=2.538
N -0.59 0.23 -0.67 0.03
N -1.36 -1.75 0.30 0.17
H 1.80 -0.01 -2.45 0.08
H 0.25 1.99 2.20 -0.18
H -1.31 1.14 3.54 -0.18
H -1.49 0.64 -0.85 0.16
H 0.47 1.82 -1.49 0.13
H -0.91 -2.57 0.69 0.13
N 0.75 0.99 -0.97 0.00
S -0.77 1.10 2.30 0.51
C -0.49 -1.00 -0.33 -0.68
H 2.71 0.16 -0.94 0.06
S 1.17 -1.62 -0.74 1.02
H -2.00 -1.15 0.80 0.11
C 1.78 0.04 -1.39 -0.36

---

6.
87
Properties=species:S:1:pos:R:3:lowdin_charge:R:1 method="wB97M-V/def2-TZVPD" smiles=CCO.CCO.CCO.CCO.CCO.CCO.CCO.CO.CO.CO.CO e_homo_ev=-9.778 lumo_ev=0.6 relative_energy_ev=6.880
H 3.44 3.05 0.68 0.10
H 0.68 0.72 0.54 0.03
H 1.50 -0.42 3.98 0.09
H -3.59 -0.42 2.44 0.13
H 3.93 2.39 2.97 0.09
H -1.56 1.34 0.43 0.13
H -3.64 -0.51 -0.60 0.07
H 0.98 -3.52 -2.33 0.10
O 1.89 0.38 -2.65 -0.16
H 2.56 -0.81 0.88 0.05
C 3.45 -0.62 0.31 -0.15
H -4.60 -3.22 -0.51 0.12
H -3.83 -1.97 1.60 0.11
O 0.18 -0.12 2.38 -0.15
H -0.28 -1.34 -2.54 0.01
C 1.08 -2.28 3.11 -0.07
O 0.09 3.36 4.64 -0.07
H -1.73 -0.46 -4.07 0.07
H -1.99 2.18 -1.97 0.07
H -1.92 -2.05 0.90 0.08
C -3.87 -2.71 -1.15 -0.32
H 0.62 -1.35 -5.22 0.15
C -1.83 2.05 4.28 -0.06
H -0.41 1.49 -2.59 0.08
H 1.32 0.42 -1.85 0.03
H 3.00 1.14 2.28 0.07
O 4.45 -1.33 1.01 -0.10
H -0.32 1.91 -6.19 0.06
O -1.98 -1.25 1.43 -0.11
H -3.53 -0.91 -2.30 0.07
H -2.01 -2.98 3.19 0.07
H 1.76 2.97 0.84 0.12
C -0.97 1.92 -1.68 -0.06
H -2.32 1.50 3.53 0.04
H 2.10 2.48 -2.87 0.07
C -3.11 -1.39 2.19 -0.30
H -0.94 3.60 2.83 0.12
H -2.03 -2.83 -1.52 0.03
H 3.66 0.45 0.44 0.06
C -0.73 2.87 3.60 -0.30
H -1.31 1.41 4.92 0.04
H 2.01 1.18 -5.16 0.01
H 0.54 -2.08 0.40 0.03
H -0.12 2.13 3.06 0.07
C 2.68 3.17 1.42 -0.36
H 1.32 -2.99 3.96 0.11
H -0.67 -0.62 2.11 0.06
O 2.77 4.50 1.83 -0.05
H 1.67 -1.87 -2.02 0.11
C -1.00 0.94 -0.46 -0.27
C -2.70 -2.21 3.41 -0.04
O 0.23 -0.66 -4.57 -0.15
O -0.49 -2.12 -2.08 -0.09
H 3.00 1.63 -1.70 0.04
H -1.28 -2.03 -4.79 0.09
H -3.67 -2.53 3.73 0.08
H -1.31 -0.66 -5.79 0.07
H 2.72 5.08 1.03 0.10
C -4.00 -1.23 -1.36 -0.07
H -4.11 -3.25 -2.04 0.10
H 4.32 -1.38 1.93 0.04
H -5.01 -0.99 -1.65 0.07
H 0.18 -2.55 2.57 0.04
H 0.28 2.47 -4.66 0.06
H -1.60 0.09 -0.79 0.07
H -2.49 2.66 4.93 0.09
C 0.86 -2.92 -0.22 -0.06
H 0.56 2.68 5.08 0.06
H 3.50 1.54 -3.39 0.11
C 0.65 -0.87 3.52 -0.30
C 0.83 -2.60 -1.79 -0.20
H 0.76 3.31 -6.12 0.07
H -0.15 -0.90 4.32 0.11
H 1.89 -3.08 0.12 0.07
H -2.44 -1.60 4.17 0.03
H 3.52 -0.83 -0.79 0.11
O 0.38 0.67 -0.34 -0.09
H 2.27 2.12 3.22 0.04
C -1.12 -0.95 -4.78 -0.17
O -2.57 -3.06 -0.78 -0.08
O 1.73 1.56 -5.98 -0.12
H 1.87 -2.18 2.38 0.04
H -0.40 2.78 -1.41 0.06
C 2.64 1.57 -2.68 -0.15
C 3.00 2.23 2.47 -0.09
H 0.19 -3.69 0.03 0.05
C 0.54 2.34 -5.72 -0.13

---

7.
13
Properties=species:S:1:pos:R:3:lowdin_charge:R:1 method="wB97M-V/def2-TZVPD" smiles="[H]/N=C(/C)[C@@H](F)C=O" e_homo_ev=-10.034 lumo_ev=0.5 relative_energy_ev=1.525
H -2.33 0.08 0.57 0.10
H 1.33 2.00 0.62 0.16
N -0.55 -1.68 -0.85 0.18
H -1.32 1.34 0.00 0.04
C 0.78 -0.21 0.60 -0.29
H 0.26 -2.27 -0.64 0.08
H 0.49 -0.02 1.67 0.17
F 1.67 -1.20 0.71 0.03
C -1.62 0.38 -0.24 -0.01
O 2.25 0.95 -0.93 0.11
C 1.46 1.00 -0.05 -0.23
H -1.98 0.26 -1.21 0.06
C -0.44 -0.64 -0.26 -0.40

---

8.
80
Properties=species:S:1:pos:R:3:lowdin_charge:R:1 method="wB97M-V/def2-TZVPD" e_homo_ev="-13.044 / -13.044" lumo_ev="-6.9 / -6.9" charge=+2 relative_energy_ev=1.735
C 0.02 -3.61 -1.57 -0.24
C -0.42 -2.05 2.70 -0.19
H -0.14 3.21 0.83 0.07
C 3.78 3.36 3.99 -0.97
H -1.29 -0.13 4.10 0.10
N 4.94 2.75 4.35 0.09
H 2.65 -5.09 -3.99 0.10
C 1.61 -0.94 1.49 -0.19
C 0.52 -5.03 -3.45 -0.01
H 5.17 1.80 4.02 0.12
C 1.39 -3.23 -1.46 -0.13
H 3.39 3.95 0.39 0.07
H 3.36 3.70 -1.44 0.09
H -0.63 -2.34 3.75 0.14
H -6.34 0.72 -5.00 0.13
H 3.46 1.29 0.46 0.03
H -2.81 -2.19 1.42 0.13
H 2.87 5.16 4.19 0.07
H 2.56 5.07 -0.61 0.12
C 2.83 3.99 -0.55 -0.02
H 4.49 1.77 -0.80 0.10
C -2.65 -1.51 2.31 -0.20
C -5.41 0.52 -3.11 -0.04
H -3.27 1.38 1.66 0.12
C -1.15 0.22 3.12 -0.02
H 5.41 3.09 5.15 0.09
C 1.92 -4.79 -3.29 -0.03
N 1.09 -1.57 0.28 -0.08
H 1.63 0.51 -3.26 0.07
H 3.36 -3.65 -2.17 0.12
H 3.92 0.03 -0.59 0.09
H -5.28 0.92 -0.55 0.15
O -2.28 -1.03 -2.24 -0.23
H -0.19 0.69 3.04 0.08
N -3.51 0.06 0.04 -0.04
H 2.85 -2.57 0.06 0.15
H -4.45 -0.61 -6.10 0.10
C -3.83 -0.54 2.48 -0.12
Ce -1.19 -0.98 -0.41 1.16
H -3.75 -0.05 3.38 0.10
C 1.41 2.03 -0.98 -0.71
S 2.71 2.64 2.94 0.59
H -0.20 4.28 -0.58 0.13
H -2.54 -1.43 -4.73 0.13
N 1.63 3.20 -0.37 -0.18
H -1.38 -4.68 -2.60 0.11
H 1.30 0.14 1.52 0.10
N 3.63 4.61 4.44 0.11
C 2.31 -3.89 -2.31 -0.01
H 4.45 5.08 4.84 0.13
C -4.39 0.07 -2.32 -0.13
H 1.65 -2.67 2.78 0.13
H 2.62 -0.61 -2.26 0.08
C -4.38 -0.38 -5.08 -0.03
H -1.89 0.96 2.84 0.09
C -5.44 0.31 -4.48 -0.05
C 1.87 -2.43 -0.36 -0.03
H 2.68 -1.07 1.49 0.11
H -0.60 -2.95 2.09 0.13
H 3.37 0.69 -3.18 0.10
C 0.51 3.85 0.22 -0.12
H 1.32 -1.16 3.70 0.12
H -2.74 -2.20 3.14 0.13
C 3.66 1.09 -0.58 -0.05
H 0.86 4.54 0.96 0.08
C -4.41 0.30 -0.89 -0.02
H -4.91 0.93 1.35 0.11
C -3.32 -0.63 -2.93 -0.30
H -6.23 1.13 -2.73 0.13
C -0.37 -4.48 -2.58 0.01
C -3.92 0.53 1.37 -0.19
N -1.29 -0.94 2.26 -0.28
C 2.48 0.44 -2.59 -0.04
S -0.11 1.44 -1.39 0.78
C -3.33 -0.82 -4.30 0.01
C 1.11 -1.71 2.78 -0.10
H -4.70 -1.16 2.45 0.12
N 2.51 1.40 -1.43 -0.18
O -0.90 -2.99 -0.78 -0.24
H 0.33 -5.72 -4.27 0.13